[1]
Computed, not measured: a cluster of 2 separate species, CHIN2 in total in a non-equilibrium geometry, with ωB97M-V/def2-TZVPD.

Output
- Energy relative to the best compared isomer or geometry (same formula, charge and spin): 417.73 kJ/mol
- Calculated total energy: -12128.10055 eV
- LUMO energy (spin up / spin down): -3.158 / -3.161 eV
- Max |F|: 0.1433 hartree/bohr
- M: 167.9 g/mol

Each line ends with the natural charge from an NBO analysis.
Atoms and positions in Å:
C1 -0.412 -0.699 -1.082  0.265
N1 -1.201 -1.349 -1.548  -0.461
N2 0.953 0.322 0.503  -0.664
I1 -0.013 2.090 0.752  0.465
H1 0.672 -0.364 1.375  0.395

[2]
Computed, not measured: a structure of composition CHIN2O in a non-equilibrium geometry, with ωB97M-V/def2-TZVPD.

Output
- Energy relative to the best compared isomer or geometry (same formula, charge and spin): 0.00 kJ/mol
- Calculated total energy: -14178.49343 eV
- LUMO energy: -0.899 eV
- Max |F|: 0.0723 hartree/bohr
- M: 183.9 g/mol

Each line ends with the natural charge from an NBO analysis.
Atoms and positions in Å:
C1 -0.945 0.009 -0.274  0.472
N1 -0.105 0.427 0.734  -0.156
N2 1.074 0.290 1.061  -0.201
O1 -1.402 0.825 -1.019  -0.478
I1 2.341 -0.534 -0.224  0.223
H1 -0.962 -1.018 -0.277  0.140

[3]
Computed, not measured: a cluster of 2 separate species, CHIN2O2S in total in a non-equilibrium geometry, with ωB97M-V/def2-TZVPD.

Output
- Energy relative to the best compared isomer or geometry (same formula, charge and spin): 318.63 kJ/mol
- Calculated total energy: -27058.09852 eV
- LUMO energy (spin up / spin down): -1.720 / -2.421 eV
- Max |F|: 0.0833 hartree/bohr
- M: 232.0 g/mol

Each line ends with the natural charge from an NBO analysis.
Atoms and positions in Å:
C1 -1.845 -1.962 0.031  0.290
N1 -1.134 -2.870 -0.301  -0.237
N2 -2.327 -1.187 0.914  -0.055
O1 -4.907 1.635 0.718  -0.778
O2 -3.202 -0.164 0.814  -0.533
S1 -4.246 0.675 -0.097  1.309
I1 -0.026 1.302 -0.072  -0.104
H1 1.298 0.454 -0.010  0.107

[4]
Computed, not measured: a structure of composition CHInO3 in a non-equilibrium geometry, with ωB97M-V/def2-TZVPD.

Output
- Charge: +2
- Energy relative to the best compared isomer or geometry (same formula, charge and spin): 489.69 kJ/mol
- Calculated total energy: -12339.11489 eV
- LUMO energy: -17.475 eV
- Max |F|: 0.1803 hartree/bohr
- M: 175.8 g/mol

Each line ends with the Mulliken charge.
Atoms and positions in Å:
In1 -0.825 -1.491 1.482  1.358
O1 -0.425 -0.557 -0.070  -0.220
C1 0.144 0.583 -0.191  0.809
O2 0.186 1.321 0.849  -0.171
O3 0.827 0.754 -1.194  -0.280
H1 0.094 -0.609 -0.877  0.505

[5]
Computed, not measured: a structure of composition CHIrO2 in a non-equilibrium geometry, with ωB97M-V/def2-TZVPD.

Output
- Charge: +1
- Energy relative to the best compared isomer or geometry (same formula, charge and spin): 0.00 kJ/mol
- Calculated total energy: -7971.06322 eV
- LUMO energy (spin up / spin down): -5.835 / -9.750 eV
- Max |F|: 0.1356 hartree/bohr
- 2S+1: 6
- M: 237.2 g/mol

Each line ends with the natural charge from an NBO analysis.
Atoms and positions in Å:
H1 1.128 1.022 0.342  0.233
O1 -0.259 -0.404 1.038  -0.584
O2 0.148 0.275 -0.997  -0.579
C1 0.560 0.032 0.186  0.599
Ir1 -1.577 -0.924 -0.570  1.332

[6]
Computed, not measured: a cluster of 2 separate species, CHN2 in total in a non-equilibrium geometry, with ωB97M-V/def2-TZVPD.

Output
- Charge: +1
- Energy relative to the best compared isomer or geometry (same formula, charge and spin): 587.64 kJ/mol
- Calculated total energy: -4014.21938 eV
- LUMO energy (spin up / spin down): -7.951 / -12.377 eV
- Max |F|: 0.0524 hartree/bohr
- M: 41.0 g/mol

Each line ends with the natural charge from an NBO analysis.
Atoms and positions in Å:
C1 3.065 -0.783 0.217  0.587
N1 3.145 0.451 -0.313  0.054
N2 1.989 0.078 0.083  0.011
H1 -0.563 -0.703 0.531  0.349

[7]
Computed, not measured: a cluster of 2 separate species, CHN2OS in total in a non-equilibrium geometry, with ωB97M-V/def2-TZVPD.

Output
- Charge: -1
- Energy relative to the best compared isomer or geometry (same formula, charge and spin): 100.87 kJ/mol
- Calculated total energy: -16914.89493 eV
- LUMO energy: 3.015 eV
- Max |F|: 0.0270 hartree/bohr
- M: 89.1 g/mol

Each line ends with the natural charge from an NBO analysis.
Atoms and positions in Å:
C1 -2.580 -0.763 0.268  0.043
N1 -2.818 -1.901 0.300  -0.582
N2 0.786 1.288 0.624  0.044
O1 1.869 1.804 0.430  -0.307
S1 -2.304 0.825 0.046  -0.446
H1 0.939 0.259 0.892  0.248

[8]
Computed, not measured: an isolated molecule of CHN3O2 in a non-equilibrium geometry, with ωB97M-V/def2-TZVPD.

Output
- Energy relative to the best compared isomer or geometry (same formula, charge and spin): 189.41 kJ/mol
- Calculated total energy: -9615.44300 eV
- LUMO energy: 0.254 eV
- Max |F|: 0.0355 hartree/bohr
- M: 87.0 g/mol

Each line ends with the natural charge from an NBO analysis.
Atoms and positions in Å:
C1 0.317 -0.513 -0.216  0.524
H1 0.184 -2.317 -0.521  0.507
N1 -1.000 -0.439 0.190  -0.287
N2 -1.154 0.767 0.557  0.144
N3 0.946 0.631 -0.084  -0.155
O1 0.818 -1.609 -0.683  -0.621
O2 -0.022 1.445 0.330  -0.113

Q: Which formula does entry 4 have?
A: CHInO3

Q: The highest M belongs to which entry?
A: CHIrO2

Q: M of number 2 (CHIN2O)?
A: 183.9 g/mol